Record 1
One molecule with the formula C2H3N3. Source: OMol25; level of theory: ωB97M-V/def2-TZVPD.

Relative energy (zero: lowest compared OMol25 entry of this formula, charge and spin), kJ/mol: 181.67
E_LUMO, eV: 0.381
HOMO-LUMO gap, eV: 10.4
Charge: 0
E_HOMO, eV: -10.008
SMILES string: [H]/N=N/CC#N

Cartesian coordinates (Å):
H 1.0339 0.2253 2.3310
N 0.8309 -0.0681 1.3649
N -0.1369 0.5727 0.9324
C -0.5424 0.2783 -0.4200
C 0.1507 -0.7808 -1.1154
N 0.6910 -1.6268 -1.6608
H -0.4070 1.3095 -1.0295
H -1.6202 0.0900 -0.4026

Record 2
One molecule with the formula C26H35N3O5. Source: OMol25; level of theory: ωB97M-V/def2-TZVPD.

Relative energy (zero: lowest compared OMol25 entry of this formula, charge and spin), kJ/mol: 35.52
E_LUMO, eV: 0.534
HOMO-LUMO gap, eV: 7.8
Charge: 0
E_HOMO, eV: -7.276
SMILES string: C[C@@H](OC(=O)CNC(=O)[C@]12C[C@H]3C[C@H](C[C@H](C3)C1)C2)C(=O)Nc1ccc(N2CCOCC2)cc1

Cartesian coordinates (Å):
C -1.4694 -3.2165 1.8613
C -0.4672 -3.0112 0.7391
O -1.1603 -2.3643 -0.3427
C -0.7237 -2.5287 -1.5825
O 0.2539 -3.1703 -1.8867
C -1.6170 -1.8138 -2.5823
N -2.7725 -1.2185 -1.9672
C -2.7657 0.1032 -1.6412
O -1.9287 0.8585 -2.0912
C -3.8723 0.5951 -0.7121
C -3.1698 1.1840 0.5222
C -4.2016 1.8095 1.4570
C -4.9457 2.9249 0.7246
C -5.6561 2.3432 -0.4964
C -6.6514 1.2739 -0.0492
C -5.9014 0.1621 0.6818
C -5.1959 0.7407 1.9070
C -4.8681 -0.4719 -0.2548
C -4.6301 1.7166 -1.4371
C 0.7142 -2.1239 1.2131
O 0.6674 -1.5179 2.2607
N 1.7408 -2.1417 0.3396
C 2.9668 -1.4637 0.4160
C 3.3444 -0.6749 1.4979
C 4.5741 -0.0536 1.5063
C 5.4745 -0.1781 0.4404
N 6.7277 0.4132 0.5242
C 6.8552 1.7790 0.9965
C 6.7915 2.7529 -0.1901
O 7.7882 2.4692 -1.1469
C 7.6685 1.1474 -1.6280
C 7.7485 0.1463 -0.4681
C 5.0800 -0.9779 -0.6379
C 3.8531 -1.6088 -0.6454
H -1.7955 -2.2488 2.2329
H -2.3278 -3.7809 1.5064
H -0.9927 -3.7543 2.6751
H -0.0725 -3.9683 0.3721
H -1.0359 -0.9988 -3.0308
H -1.8987 -2.5172 -3.3719
H -3.3861 -1.8406 -1.4678
H -2.4482 1.9344 0.1953
H -2.6188 0.3954 1.0414
H -3.6883 2.2235 2.3316
H -4.2402 3.6964 0.4098
H -5.6747 3.3882 1.3936
H -6.1891 3.1412 -1.0252
H -7.1739 0.8642 -0.9170
H -7.3993 1.7135 0.6144
H -6.6127 -0.6093 1.0002
H -5.9316 1.1771 2.5862
H -4.6723 -0.0522 2.4465
H -5.3847 -0.9050 -1.1161
H -4.3511 -1.2682 0.2890
H -5.1307 1.3077 -2.3189
H -3.9135 2.4663 -1.7760
H 1.6166 -2.6772 -0.5155
H 2.6752 -0.5589 2.3335
H 4.8477 0.5238 2.3755
H 6.0655 2.0219 1.7035
H 7.8253 1.8797 1.4950
H 6.9701 3.7782 0.1377
H 5.7949 2.6868 -0.6555
H 8.4919 1.0038 -2.3297
H 6.7109 1.0309 -2.1586
H 7.6745 -0.8800 -0.8240
H 8.7186 0.2697 0.0275
H 5.7232 -1.1113 -1.4932
H 3.5721 -2.2158 -1.4949

Record 3
A 6-piece molecular cluster, C33H66BN2O20P2 overall. Source: OMol25; level of theory: ωB97M-V/def2-TZVPD.

E_LUMO, eV: -4.775
HOMO-LUMO gap, eV: 6.9
Charge: +1
E_HOMO, eV: -11.641

Cartesian coordinates (Å):
C 6.7534 -3.0584 3.6829
C 6.4988 -1.4719 3.7299
C 5.1001 -1.0527 4.4115
C 3.8566 -1.8285 3.7591
C 3.6721 -1.5741 2.1769
C 2.2804 -0.8306 1.9585
C 0.9391 -1.6123 2.0687
P 0.7186 -3.4549 2.4051
C 0.0162 -4.2129 0.7804
O 2.1999 -4.2775 2.6463
C -0.3743 -0.7613 1.8396
C -1.8559 -1.4001 1.9184
C -2.5672 -1.1057 3.3526
C -1.5515 -1.5276 4.5198
O -2.2644 -1.6127 5.8003
C -1.4387 -2.3318 6.7516
C -0.2566 0.7782 1.5390
B -1.6017 1.6488 1.2679
O -2.5221 2.1179 2.2493
O -1.9180 1.9363 -0.1322
N 1.0318 1.4639 1.4815
N 0.9847 2.8064 1.1894
C 1.1449 3.7189 2.3580
C 1.1435 3.0617 3.8101
C -0.3127 2.7026 4.4061
C 2.2611 0.6871 1.6646
P 3.8656 1.7199 1.4983
O 4.0175 2.0490 -0.0096
H 7.8049 -3.2700 3.2978
H 6.0319 -3.6149 2.9693
H 6.6784 -3.5419 4.7204
H 7.3372 -1.0397 4.4003
H 6.6083 -0.9914 2.6847
H 4.9713 0.0917 4.3908
H 5.1678 -1.3643 5.5170
H 2.8604 -1.5698 4.2696
H 4.0322 -2.9563 3.9274
H 4.5713 -0.9620 1.8198
H 3.6687 -2.5328 1.5480
H -0.3147 -3.3903 0.0591
H -0.9433 -4.7645 1.1119
H 0.7342 -4.9736 0.3095
H 2.3303 -4.8381 1.8446
H -1.8328 -2.5535 1.8356
H -2.5185 -1.0656 1.0315
H -3.5151 -1.7387 3.4077
H -2.8700 -0.0150 3.4893
H -1.1927 -2.5865 4.2917
H -0.7021 -0.7613 4.5976
H -0.4860 -2.7814 6.3133
H -2.0737 -3.2170 7.1307
H -1.1582 -1.6625 7.6382
H -3.1849 2.6629 1.7481
H -1.8807 1.0334 -0.5458
H 1.6446 3.0634 0.4250
H 0.2641 4.4698 2.3294
H 2.0928 4.3796 2.2744
H 1.5754 3.8611 4.5272
H 1.8025 2.1410 3.9470
H -0.2404 2.7321 5.5586
H -0.6966 1.6679 4.1243
H -1.0279 3.5443 4.1091
H 3.7167 2.9691 2.1867
H 5.0054 1.0638 2.0578
C -1.9252 4.3739 -1.2907
O -2.1680 5.0622 -2.5161
C -3.1906 5.9335 -2.4638
O -3.8797 6.1594 -1.4991
O -3.3103 6.5073 -3.6715
C -4.3664 7.4643 -3.7652
H -1.0833 3.7007 -1.4461
H -1.6609 5.0799 -0.4986
H -2.7931 3.7805 -1.0050
H -4.1994 8.2915 -3.0719
H -5.3328 6.9915 -3.5773
H -4.3680 7.8603 -4.7811
C -4.0646 4.5064 -6.4525
O -4.8569 3.9551 -7.5029
C -5.8394 4.7645 -7.9358
O -6.0833 5.8692 -7.5169
O -6.5005 4.1275 -8.9157
C -7.5801 4.8747 -9.4754
H -3.3064 3.7701 -6.1835
H -3.5594 5.4151 -6.7870
H -4.6782 4.7071 -5.5715
H -7.2147 5.7978 -9.9304
H -8.3341 5.0905 -8.7153
H -8.0392 4.2645 -10.2537
C -3.3207 2.6406 -10.2929
O -2.0113 3.0122 -10.7229
C -1.9707 4.1414 -11.4492
O -2.9177 4.8273 -11.7469
O -0.6907 4.3737 -11.7861
C -0.4961 5.5520 -12.5664
H -3.2349 1.7183 -9.7172
H -3.7474 3.4107 -9.6480
H -3.9693 2.4519 -11.1513
H -0.8111 6.4384 -12.0113
H -1.0328 5.4792 -13.5149
H 0.5700 5.6385 -12.7789
C 10.9802 -7.3347 2.7332
O 10.1864 -7.8979 1.6898
C 9.1998 -7.0985 1.2554
O 8.9507 -5.9908 1.6666
O 8.5375 -7.7467 0.2823
C 7.4531 -7.0104 -0.2776
H 11.7425 -8.0660 3.0035
H 11.4795 -6.4259 2.3899
H 10.3691 -7.1304 3.6151
H 7.8115 -6.0885 -0.7411
H 6.7008 -6.7929 0.4843
H 6.9939 -7.6289 -1.0495
C -4.7139 -7.4776 4.4941
O -5.2469 -6.4907 5.3754
C -5.2094 -5.2396 4.8897
O -4.7762 -4.9092 3.8106
O -5.7370 -4.4195 5.8125
C -5.7621 -3.0468 5.4266
H -4.7960 -8.4456 4.9892
H -5.2873 -7.5150 3.5652
H -3.6588 -7.2824 4.2895
H -6.3780 -2.9081 4.5349
H -4.7483 -2.6755 5.2584
H -6.2061 -2.4770 6.2434

Record 4
C12H20BiI2LuO4SSi as an isolated structure. Source: OMol25; level of theory: ωB97M-V/def2-TZVPD.

E_LUMO (alpha / beta), eV: -17.196 / -17.147
HOMO-LUMO gap (alpha / beta), eV: 4.7 / 4.9
Charge: +4
E_HOMO (alpha / beta), eV: -21.870 / -22.091

Cartesian coordinates (Å):
I -4.4349 -0.0351 -1.1535
I -4.3219 -0.2565 1.7195
Bi -0.2501 0.2228 1.6429
Lu -0.8334 0.4564 -1.2390
S -1.5601 -1.7950 -0.1999
C 0.6488 -1.1969 -2.9675
C 0.6709 1.8200 -2.8062
C -0.5458 -3.3741 -0.2589
C -1.0533 -4.0569 1.0148
C 0.9687 -3.3994 -0.3587
C -1.2306 -3.8638 -1.5467
C 1.0080 1.4557 2.9644
C 1.0820 -1.8522 2.6223
O 1.0986 2.6116 -3.5591
O 1.0655 -1.8725 -3.7846
O 1.6026 2.0439 3.8002
O 1.6075 -2.5494 3.3168
H -0.8489 -5.1426 0.9371
H -2.1475 -3.8845 1.0948
H -0.5824 -3.6228 1.9203
H 1.2454 -4.4733 -0.4696
H 1.4666 -3.0021 0.5401
H 1.3423 -2.8588 -1.2425
H -1.0251 -4.9376 -1.6699
H -0.8794 -3.2670 -2.4122
H -2.3244 -3.6794 -1.4380
C 1.0038 3.2633 0.2656
Si -0.8631 3.3896 0.1773
C -1.4414 4.4597 1.5765
C -1.3427 4.2029 -1.4246
C -1.7942 1.7640 0.2323
H 1.3548 4.2676 0.0120
H 1.4778 2.5827 -0.4536
H 1.3560 2.9975 1.2767
H -0.9307 5.4278 1.4933
H -2.5229 4.6257 1.4914
H -1.2246 4.0160 2.5521
H -1.0810 3.6185 -2.3172
H -2.4211 4.3995 -1.4112
H -0.8004 5.1553 -1.4656
H -2.3716 1.7653 1.1559
H -2.6739 1.8534 -0.4329

Record 5
A 3-piece molecular cluster, C5H15NO2 overall. Source: OMol25; level of theory: ωB97M-V/def2-TZVPD.

Relative energy (zero: lowest compared OMol25 entry of this formula, charge and spin), kJ/mol: 210.94
E_LUMO, eV: 0.775
HOMO-LUMO gap, eV: 10.2
Charge: 0
E_HOMO, eV: -9.387
SMILES string: C/C=C/CCN.O.O

Cartesian coordinates (Å):
C -0.5363 1.5133 2.3663
C 0.3450 0.9621 1.2774
C 0.2387 -0.2521 0.7490
C 1.0833 -0.7201 -0.3732
C 0.5989 0.0019 -1.6508
N -0.5095 -0.8426 -2.2407
H -0.3342 1.1444 3.3900
H -1.5690 1.2331 2.0262
H -0.3361 2.6209 2.4168
H 0.9988 1.7872 0.9839
H -0.4092 -1.0063 1.1672
H 2.1832 -0.6758 -0.1600
H 0.8880 -1.7961 -0.5432
H 1.4873 0.0630 -2.2870
H 0.2081 1.0038 -1.4122
H -1.0915 -0.2690 -2.8504
H -0.0273 -1.3791 -2.9692
O 1.3716 -3.0722 1.3993
H 0.5566 -3.2285 0.9198
H 1.5075 -2.1526 1.6132
O -2.2156 2.4344 -1.3151
H -2.2506 2.9440 -0.5107
H -1.8497 1.5598 -1.1977

Record 6
C45H46FeNP2Si as an isolated structure. Source: OMol25; level of theory: ωB97M-V/def2-TZVPD.

<S²>: 8.83
E_LUMO (alpha / beta), eV: -5.727 / -8.118
HOMO-LUMO gap (alpha / beta), eV: 6.9 / 5.6
Charge: +2
Multiplicity: 6
E_HOMO (alpha / beta), eV: -12.628 / -13.758

Cartesian coordinates (Å):
C 0.5360 -1.9027 -3.2424
C -0.5202 -2.0405 -2.2605
C -1.8702 -1.9004 -2.6813
C -2.1668 -1.6539 -4.0191
C -1.1471 -1.4151 -4.9361
C 0.2018 -1.4678 -4.5351
P -0.1927 -2.0968 -0.4537
C -1.4100 -3.3260 0.1010
C -2.5794 -2.9524 0.7837
C -3.5612 -3.9008 1.0643
C -3.4039 -5.2379 0.6797
C -2.2356 -5.6182 0.0037
C -1.2319 -4.6774 -0.2776
Fe 0.1162 -0.0223 -0.0672
P -0.0473 2.0885 -0.6407
C -1.4042 2.2403 -1.8724
C -1.0023 2.4961 -3.2244
C -1.9411 2.3844 -4.2535
C -3.2547 1.9551 -3.9290
C -3.5938 1.5280 -2.6272
C -2.6710 1.7117 -1.5916
C -0.2992 3.4977 0.4679
C 0.7267 3.7451 1.4256
C 0.5105 4.7392 2.3829
C -0.6747 5.4945 2.3728
C -1.6711 5.2446 1.3991
C -1.4973 4.2318 0.4653
C 1.6215 2.4189 -1.4336
C 2.6126 1.4135 -1.4223
C 3.8173 1.6306 -2.0811
C 4.0196 2.8436 -2.7683
C 3.0812 3.8894 -2.7044
C 1.8874 3.6865 -2.0024
C 1.3705 -3.0051 -0.3367
C 1.9285 -3.7152 -1.4129
C 3.2203 -4.2351 -1.3324
C 3.9469 -4.0792 -0.1483
C 3.3634 -3.4537 0.9657
C 2.0604 -2.9616 0.8910
H 1.6345 3.1638 1.4183
H 1.3029 4.9652 3.1014
H -0.8064 6.3076 3.0840
H -2.5787 5.8445 1.3752
H -2.2384 4.0181 -0.2847
H 0.0299 2.8302 -3.4183
H -1.6586 2.6452 -5.2725
H -4.0262 1.9318 -4.7322
H -4.5714 1.0956 -2.4253
H -2.9591 1.4735 -0.5749
H 2.4474 0.4378 -0.9372
H 4.6021 0.8760 -2.0531
H 4.9583 2.9886 -3.3118
H 3.2826 4.8594 -3.1704
H 1.1584 4.5007 -1.8740
H 1.3841 -3.8113 -2.3499
H 3.6548 -4.7532 -2.1905
H 4.9523 -4.5013 -0.0675
H 3.9127 -3.3967 1.9044
H 1.5887 -2.4952 1.7623
H -2.7256 -1.9108 1.0445
H -4.4781 -3.5995 1.5582
H -4.1838 -5.9802 0.8800
H -2.1102 -6.6547 -0.3450
H -0.3472 -4.9724 -0.8455
H -2.6451 -2.1720 -1.9813
H -3.2027 -1.6842 -4.3696
H -1.3834 -1.2138 -5.9757
H 1.0439 -1.3124 -5.2406
H 1.5949 -2.1249 -2.9814
H -0.4115 -0.4524 -1.6221
H 0.1576 0.5917 -1.7096
C -2.6600 0.9817 1.9210
Si -1.2326 0.3481 2.9904
C -1.0451 1.7133 4.2908
C -1.8787 -1.1575 3.8252
N 0.1621 -0.0362 1.9749
C 1.3143 -0.0870 2.7571
C 2.5364 0.2599 2.1125
C 3.7579 0.0739 2.7455
C 3.8664 -0.3203 4.0867
C 2.6611 -0.5522 4.7652
C 1.4100 -0.4161 4.1549
H -3.5290 1.0945 2.5913
H -2.9659 0.2631 1.1496
H -2.5749 1.9547 1.3806
H -2.0971 1.7494 4.6707
H -0.3562 1.4515 5.1109
H -0.7211 2.7175 3.9230
H -1.8651 -1.9813 3.0980
H -1.2027 -1.4523 4.6121
H -2.8908 -1.1070 4.2641
H 2.4900 0.7900 1.1183
H 4.6382 0.3215 2.1552
H 4.8624 -0.4010 4.5392
H 2.7613 -0.7905 5.8102
H 0.5351 -0.4897 4.8093

| no. | maximum force (eV/Å) |
| --- | --- |
| 1 | 3.0 |
| 2 | 0.7 |
| 3 | 5.6 |
| 4 | 11.5 |
| 5 | 1.5 |
| 6 | 5.5 |